# C20H29N3O5S

The molecule C20H29N3O5S (the ωB97M-V functional and the def2-TZVPD basis, the OMol25 dataset).

Last column: natural (NBO) charge in e.
Element x y z (Å)
S 1.4492 1.7982 0.1367  2.149
O -0.4329 -0.1091 0.0386  -0.400
O 0.5134 2.8381 -0.1879  -0.921
O -3.5275 1.1150 0.6352  -0.530
O -3.3758 0.2584 -1.4683  -0.651
O 1.7202 1.5550 1.5222  -0.905
N 0.1412 -1.4580 -1.5814  -0.294
N -2.8802 -0.9845 0.3660  -0.632
N 1.0854 -0.5004 -1.4760  -0.280
C -3.1962 -3.8268 0.7350  -0.396
C -3.2710 0.1747 -0.2706  0.907
C 3.9817 1.0547 -0.2443  0.029
C -3.9507 2.4436 0.2245  0.274
C -0.7552 -1.2078 -0.6821  0.491
C 5.6238 0.5468 1.4297  -0.183
C -4.0299 3.2222 1.5372  -0.615
C -1.0064 -4.1848 -0.4777  -0.619
C 4.7456 1.4438 0.8490  -0.227
C -2.0458 -1.8998 -0.3851  -0.101
C -1.8330 -3.2251 0.3729  -0.202
C -3.0871 -4.9956 1.7074  -0.603
C 2.9804 1.9875 -0.8233  -0.667
C 5.7409 -0.7379 0.9297  -0.213
C 4.9809 -1.1446 -0.1605  0.004
C -5.3217 2.3612 -0.4450  -0.643
C 0.7221 0.2793 -0.5149  0.162
C -2.9173 3.0731 -0.7084  -0.655
C 5.1110 -2.5300 -0.7151  -0.631
C 4.1043 -0.2369 -0.7394  -0.241
H -5.2568 1.7748 -1.3576  0.237
H -3.1831 4.1104 -0.8917  0.212
H -1.2883 -3.0013 1.2981  0.196
H 6.2159 0.8492 2.2804  0.214
H -1.9235 3.0403 -0.2651  0.236
H -4.3779 4.2330 1.3474  0.214
H 4.6445 2.4418 1.2470  0.214
H 2.7009 1.7495 -1.8449  0.265
H 3.2579 3.0344 -0.7289  0.264
H -5.6689 3.3604 -0.6920  0.214
H 4.1974 -2.8285 -1.2228  0.221
H -2.5582 -4.6961 2.6096  0.201
H -3.0474 3.2662 1.9994  0.220
H -0.7323 -5.0621 0.1006  0.214
H -2.8923 2.5452 -1.6578  0.237
H 5.9270 -2.5657 -1.4374  0.222
H -2.5587 -5.8327 1.2598  0.203
H -4.7167 2.7317 2.2223  0.213
H -2.6360 -0.8612 1.3396  0.400
H 3.4990 -0.5406 -1.5806  0.234
H 5.3311 -3.2449 0.0743  0.217
H -2.5450 -2.0987 -1.3406  0.256
H 6.4256 -1.4344 1.3916  0.210
H -6.0394 1.8923 0.2251  0.210
H -3.6898 -4.1575 -0.1804  0.200
H -4.0796 -5.3362 1.9913  0.214
H -0.0976 -3.7072 -0.8323  0.233
H -1.5785 -4.5036 -1.3452  0.207
H -3.8186 -3.0509 1.1826  0.215

Results
* energy above the lowest of the compared OMol25 structures with the same formula, charge and spin: 52.0 kcal per mole
* frontier orbital gap: 10.0 eV
* strongest force on any atom: 0.032 hartree/bohr
* calculated total energy: -46753.5698 eV
* highest occupied orbital energy: -9.2 eV


# C6H16N2

The molecule C6H16N2 (the ωB97M-V functional and the def2-TZVPD basis, the OMol25 dataset).

Last column: natural (NBO) charge in e.
Element x y z (Å)
N -2.3714 -1.0662 -3.1639  -0.834
N -1.1334 -0.6463 0.3765  -0.628
C 0.0155 0.2644 0.3950  -0.220
C 2.0531 0.5125 2.0078  -0.399
C -1.3074 -1.0781 -2.1461  -0.241
C 0.5399 0.4292 1.8241  -0.407
C 2.7370 1.7411 1.4233  -0.616
C -1.9239 -0.6026 -0.8238  -0.218
H 3.7204 1.9279 1.8313  0.215
H 2.5822 -0.3830 1.6904  0.198
H -0.7918 -2.0441 -2.1495  0.167
H -2.9580 -1.8924 -3.0693  0.345
H 0.8351 -0.1143 -0.2355  0.156
H -0.6095 -0.2990 -2.4548  0.181
H 0.1469 -0.4036 2.4168  0.209
H -0.0285 1.2208 2.3254  0.207
H 2.0915 2.6285 1.4790  0.204
H -0.3612 1.1821 -0.0498  0.190
H -2.3393 0.3862 -0.9787  0.198
H 2.0732 0.5706 3.1002  0.201
H 2.7128 1.6569 0.3406  0.201
H -1.9817 -1.1627 -4.0970  0.354
H -2.8145 -1.2424 -0.6976  0.183
H -0.8868 -1.5855 0.6554  0.355

Results
* energy above the lowest of the compared OMol25 structures with the same formula, charge and spin: 24.3 kcal per mole
* frontier orbital gap: 9.6 eV
* strongest force on any atom: 0.033 hartree/bohr
* calculated total energy: -9461.0222 eV
* highest occupied orbital energy: -8.5 eV


# C6H12

C6H12 as an isolated structure (the ωB97M-V functional and the def2-TZVPD basis, the OMol25 dataset).

Last column: natural (NBO) charge in e.
Element x y z (Å)
C -0.1377 1.4097 -0.8471  -0.393
C 1.0827 -0.4392 0.5973  -0.132
C 0.4632 0.5284 1.5573  -0.468
C 0.9512 0.9914 0.2010  -0.259
C -0.1007 -1.9424 -0.1018  -0.680
C -1.2693 0.4092 -0.8901  -0.664
H -0.1325 -2.3970 0.8718  0.208
H -1.0859 -2.2506 -0.5835  0.229
H -0.6233 0.4287 1.6109  0.217
H -0.4501 2.4112 -0.5303  0.204
H 0.9201 0.8423 2.5012  0.224
H 0.3665 1.4835 -1.8194  0.205
H 2.0242 -0.9802 0.7367  0.220
H -1.4890 -0.0068 -1.8782  0.205
H 0.6459 -2.3250 -0.7778  0.207
H 1.8222 1.6552 0.1162  0.226
H -2.1909 0.7321 -0.3850  0.205
H -0.7966 -0.5504 -0.3791  0.248

Results
* energy above the lowest of the compared OMol25 structures with the same formula, charge and spin: 111.8 kcal per mole
* frontier orbital gap: 9.7 eV
* strongest force on any atom: 0.065 hartree/bohr
* calculated total energy: -6412.0921 eV
* highest occupied orbital energy: -8.6 eV


# C4H9NO2Si

The molecule C4H9NO2Si (the ωB97M-V functional and the def2-TZVPD basis, the OMol25 dataset).

Last column: natural (NBO) charge in e.
Element x y z (Å)
Si 0.3484 0.2972 0.0225  2.075
O 0.2501 -0.9876 0.9706  -0.909
O -1.2051 0.6946 0.4067  -0.809
N -3.2457 1.2874 -0.7006  -0.456
C -2.2603 1.0275 -0.1799  0.566
C -0.5258 -2.1519 1.0233  -0.228
C 1.4341 1.6115 0.8369  -1.137
C 0.5751 0.0263 -1.8424  -1.154
H -1.5139 -1.9197 1.4255  0.181
H 1.2906 -0.7641 -2.0468  0.254
H 0.9281 0.9202 -2.3479  0.252
H -0.3668 -0.2531 -2.3099  0.257
H 0.8160 2.3327 1.3630  0.256
H -0.6412 -2.6006 0.0359  0.170
H 2.1210 1.1785 1.5539  0.256
H -0.0223 -2.8559 1.6863  0.187
H 2.0176 2.1570 0.1029  0.241

Results
* energy above the lowest of the compared OMol25 structures with the same formula, charge and spin: 0.0 kcal per mole
* frontier orbital gap: 11.1 eV
* strongest force on any atom: 0.043 hartree/bohr
* calculated total energy: -17758.1498 eV
* highest occupied orbital energy: -10.5 eV